Entry from OMol25: a molecular structure, C8H23N2O4V at a distorted geometry (ωB97M-V/def2-TZVPD).

## Properties
expectation value of S²	0.776
relative energy (zero: lowest compared OMol25 entry of this formula, charge and spin)	13.8	kcal per mole
spin multiplicity	2
HOMO-LUMO gap (alpha / beta)	9.05 / 9.37	eV
charge	+1
E_HOMO (alpha / beta)	-13.1 / -13.1	eV

Each line ends with the Löwdin charge.
Element x y z (Å)
H 5.07 0.21 0.33  0.11
C 4.09 0.52 0.71  -0.05
H -1.37 -2.55 0.56  0.15
H -5.56 -1.52 0.25  0.09
H -1.34 -1.56 3.48  0.10
H 3.96 1.51 -1.77  0.15
H 3.94 -0.11 1.58  0.10
H 1.55 3.08 -2.90  0.10
O 0.96 1.67 1.11  -0.34
H 0.49 1.80 -1.23  0.09
O 1.52 -1.07 1.65  -0.28
C 1.74 2.09 -3.32  -0.04
N -1.11 -0.47 1.00  0.01
H 2.57 2.06 -4.02  0.10
O 3.07 0.28 -0.25  -0.28
C 1.93 0.97 -2.29  -0.36
H -3.65 -2.62 1.52  0.14
C -1.22 -2.30 2.69  -0.05
H -3.53 -0.85 1.84  0.13
C -3.19 -1.68 1.21  -0.20
H 4.07 1.55 1.05  0.11
O -3.53 -1.26 -0.10  -0.19
H -5.19 -0.73 -1.21  0.09
C 3.00 1.28 -1.28  -0.18
H -5.07 0.09 0.42  0.09
H -0.22 -2.71 2.64  0.07
C -1.67 -1.83 1.33  -0.37
H -1.65 -0.21 0.17  0.09
V 1.09 -0.19 0.39  1.05
C -4.85 -0.79 -0.18  -0.11
H 2.09 0.01 -2.79  0.15
H -0.18 0.66 -2.17  0.11
N 0.61 0.84 -1.56  -0.01
H 1.23 2.57 1.07  -0.01
H 0.80 1.94 -3.86  0.09
H -1.84 -3.12 3.07  0.09
H 2.93 2.27 -0.81  0.14
H -1.55 0.16 1.67  0.12


Entry from OMol25: 3 unconnected molecules or ions with the total composition C8H23N4 at a distorted geometry (ωB97M-V/def2-TZVPD).

## Properties
relative energy (zero: lowest compared OMol25 entry of this formula, charge and spin)	24.4	kcal per mole
HOMO-LUMO gap	9.51	eV
charge	+1
E_HOMO	-12.2	eV

Each line ends with the Löwdin charge.
Element x y z (Å)
H 1.33 2.31 1.73  0.13
H -2.84 -1.97 0.77  0.15
N -0.96 0.88 0.84  0.11
H 3.48 -2.45 0.58  0.09
H -1.01 1.16 1.86  0.16
H 3.86 -1.24 1.66  0.10
C -4.32 -0.41 0.51  -0.13
C -3.01 -1.55 -1.14  -0.21
N 2.90 -0.60 -0.05  -0.19
H -4.44 0.57 0.00  0.07
H 0.15 3.32 0.98  0.14
H -1.68 0.28 0.44  0.05
N -3.00 -1.07 0.19  -0.24
H -3.14 -0.81 -1.91  0.07
C 3.49 0.17 -1.12  -0.03
H 1.25 -1.86 1.86  0.14
C 0.05 1.44 0.13  -0.39
N 1.04 -1.09 1.16  0.09
C 3.84 -1.46 0.63  -0.01
H -4.27 -0.19 1.73  0.13
H 0.62 1.59 -1.85  0.09
H 4.76 -1.51 0.22  0.06
H 2.90 1.11 -1.28  0.09
H -1.18 0.81 -1.55  0.07
C 1.69 -0.37 0.29  -0.19
H 3.57 -0.41 -2.07  0.12
H -2.02 -1.96 -1.49  0.09
H -3.66 -2.44 -1.30  0.10
H 1.66 2.60 -0.06  0.05
H -5.30 -0.96 0.31  0.09
H -0.73 2.55 -1.55  0.09
H 0.00 -0.95 1.04  0.08
C -0.39 1.54 -1.37  0.01
C 0.91 2.51 0.66  -0.04
H 4.46 0.46 -0.85  0.07


Entry from OMol25: 5 unconnected molecules or ions with the total composition C8H23N8O6PS at a distorted geometry (ωB97M-V/def2-TZVPD).

## Properties
SMILES	O=C1CC[C@@H]([PH2]=S)O1.NC(N)=O.NC(N)=O.NC(N)=O.NC(N)=O
HOMO-LUMO gap	8.42	eV
E_HOMO	-8.4	eV

Each line ends with the Löwdin charge.
Element x y z (Å)
H -1.92 -1.96 4.90  0.11
C 2.38 1.84 2.52  -0.49
H -0.19 0.33 4.33  0.11
C 0.97 2.10 3.25  -0.15
N 1.54 -1.30 -0.53  0.16
N 0.48 -0.22 -2.24  0.17
H -2.83 0.05 7.64  0.09
H 0.90 1.38 -8.61  0.10
H 0.77 -0.11 2.79  0.11
H 1.52 -0.54 -5.73  0.09
C 1.06 -0.13 -1.02  -0.68
N 0.59 -0.57 -6.10  0.15
N -2.00 -3.33 -2.98  0.16
N -3.34 -1.59 -3.57  0.17
C -3.12 -0.51 5.64  -0.71
H -4.08 0.88 6.76  0.11
O -1.20 -1.66 -4.29  -0.01
O -3.76 -0.33 4.62  0.02
H 1.09 2.66 4.25  0.13
O -0.95 0.05 -7.63  0.02
H -1.58 -1.59 6.56  0.10
C 2.18 0.42 4.46  -0.34
H 1.48 -2.18 -1.01  0.09
H 1.98 -1.28 0.38  0.10
O 1.15 0.93 -0.41  0.00
O 2.45 -0.04 5.58  0.08
H -2.74 -3.75 -2.45  0.10
S 2.75 5.01 2.41  0.05
H 2.89 3.31 0.27  -0.01
H 2.10 0.92 -7.45  0.09
H -4.11 -1.98 -3.06  0.10
H 4.70 3.07 1.72  -0.01
H 0.40 -1.08 -2.75  0.07
H 0.13 2.62 2.69  0.13
N 1.16 0.86 -7.79  0.14
P 3.27 3.27 1.67  0.39
C -2.12 -2.16 -3.66  -0.66
O 3.07 1.02 3.49  -0.08
N -3.35 0.19 6.79  0.15
H -1.10 -3.79 -3.02  0.11
H 2.05 1.17 1.64  0.08
N -2.12 -1.42 5.73  0.15
H -0.11 -1.14 -5.63  0.04
H -3.47 -0.72 -4.06  0.12
H 0.11 0.63 -2.63  0.11
C 0.19 0.11 -7.20  -0.70
C 0.74 0.56 3.72  -0.06